20
Properties=species:S:1:pos:R:3 method="wB97M-V/def2-TZVPD" lumo_ev=0.84 homo_ev=-9.980 energy_ha=-948.06506 multiplicity=1 charge=0 smiles=CCC[Si](C)(C)Cl
C -2.07772 -0.31452 -1.14257
C -1.52750 1.07803 -0.77414
C -0.47838 1.04489 0.34642
Si 0.95783 -0.18939 0.15505
C 2.46776 0.64835 0.83703
C 0.54206 -1.86854 0.85217
Cl 1.18766 -0.40766 -1.92480
H -1.27634 -1.06444 -1.04871
H -2.40835 -0.36018 -2.19724
H -2.83663 -0.62486 -0.40085
H -2.35361 1.74105 -0.48911
H -1.05093 1.57517 -1.63951
H -0.92458 0.78669 1.30381
H 0.00452 2.03366 0.39886
H 3.32547 0.13055 0.40200
H 2.55735 0.67296 1.92286
H 2.48907 1.70182 0.49903
H 1.18917 -2.56064 0.31801
H -0.50630 -2.06202 0.64718
H 0.71946 -1.96092 1.93450

34
Properties=species:S:1:pos:R:3 method="wB97M-V/def2-TZVPD" lumo_ev="2.67 / 2.02" homo_ev="-5.483 / -5.484" energy_ha=-3401.33960 multiplicity=2 charge=-1
F 4.03120 3.00713 0.87467
Al 3.25610 4.75139 0.81057
Br 0.86274 4.45291 0.81308
H 3.70730 5.58115 2.09182
H 3.72331 5.46453 -0.52419
C -0.77894 -2.79356 -0.92623
C -1.57139 -1.60445 -0.31880
C -1.79547 -0.53442 -1.42072
C -0.51618 0.22493 -1.76898
C 0.11067 0.83753 -0.52110
C 0.32505 -0.17396 0.63556
N -0.86848 -1.04861 0.88777
O -1.80802 -0.27620 1.59916
C 1.56452 -1.06389 0.34934
C 0.76564 0.63962 1.90205
C -2.94690 -2.25565 0.04524
H -1.38770 -3.32937 -1.66649
H 0.11636 -2.49860 -1.46988
H -0.49484 -3.51821 -0.15523
H -2.55601 0.18761 -1.09777
H -2.19055 -1.00394 -2.33051
H 0.19942 -0.43335 -2.26985
H -0.75207 1.01993 -2.48645
H 1.06484 1.30330 -0.79661
H -0.53930 1.65524 -0.18276
H 1.64864 -1.86903 1.08906
H 2.49192 -0.48002 0.40557
H 1.56939 -1.50521 -0.64444
H 0.04121 1.41252 2.18224
H 1.71290 1.16402 1.72362
H 0.91505 -0.02085 2.76513
H -2.82026 -3.01590 0.82921
H -3.39448 -2.75058 -0.82131
H -3.68565 -1.52603 0.39727

12
Properties=species:S:1:pos:R:3 method="wB97M-V/def2-TZVPD" lumo_ev=0.96 homo_ev=-10.005 energy_ha=-306.43468 multiplicity=1 charge=0 smiles="O=CC[C@H]1CO1"
O 1.77296 0.38437 1.43592
C 1.78248 0.19619 0.24221
C 0.65254 -0.45746 -0.51844
C -0.63449 -0.46501 0.26666
C -1.60090 0.62091 0.11634
O -1.81562 -0.64307 -0.49820
H 2.65675 0.50100 -0.37012
H 0.95636 -1.48558 -0.76955
H 0.50449 0.05060 -1.48038
H -0.61655 -1.00831 1.21077
H -2.27722 0.86563 0.93368
H -1.38079 1.44073 -0.56888

102
Properties=species:S:1:pos:R:3 method="wB97M-V/def2-TZVPD" lumo_ev="-1.87 / -1.93" homo_ev="-9.065 / -9.909" energy_ha=-7031.06314 multiplicity=3 charge=+1
Ti 0.26855 1.01734 -0.34084
C 1.72604 4.75088 0.49179
P 1.83350 3.16448 -0.40568
C 3.53252 2.65995 0.08484
C 2.14441 3.75481 -2.10480
C 2.65160 2.57358 -2.92727
P 1.65559 1.03060 -2.70937
C 2.85245 -0.13335 -3.46129
C 0.46219 1.20350 -4.08574
H 2.64796 5.31327 0.33513
H 1.59319 4.61044 1.56197
H 0.88695 5.34040 0.11921
H 4.27731 3.40954 -0.19425
H 3.79969 1.71293 -0.38054
H 3.55913 2.51347 1.16538
H 2.87767 4.56365 -2.08964
H 1.21413 4.15609 -2.51286
H 3.68134 2.33961 -2.64993
H 2.65552 2.78901 -3.99774
H 3.38413 0.39300 -4.25669
H 2.34970 -0.98893 -3.89806
H 3.57870 -0.48740 -2.72723
H 1.00153 1.22995 -5.03464
H -0.12052 2.11836 -3.97664
H -0.23685 0.36751 -4.09250
F -5.98413 2.91658 2.21796
C -4.93565 2.84233 1.39778
C -3.88038 1.99990 1.68262
F -3.90040 1.24555 2.78955
C -2.81249 1.95589 0.81045
F -1.77875 1.12261 1.14135
C -2.71956 2.68761 -0.35332
S -1.35451 2.54547 -1.46472
C -3.79992 3.52426 -0.60690
F -3.82219 4.27637 -1.70907
C -4.88892 3.60850 0.24547
F -5.90103 4.42475 -0.04332
C 1.00138 -2.68280 -2.10985
N 0.26658 -2.29394 -0.87552
P 1.18409 -1.38330 0.31245
C 0.75198 -2.25695 1.85923
C 0.86008 -1.58850 3.07032
C 0.66418 -2.26560 4.26959
C 0.35645 -3.61662 4.26251
C 0.26068 -4.29519 3.05081
C 0.46339 -3.61947 1.85991
C 2.91502 -1.94636 0.20754
C 3.30931 -3.25241 -0.09009
C 4.64700 -3.60665 -0.02988
C 5.60578 -2.66869 0.34495
C 5.21952 -1.37768 0.66351
C 3.87691 -1.01960 0.59111
P -1.11780 -1.28154 -1.32261
C -2.46837 -1.61296 -0.14791
C -3.53473 -0.72042 -0.25589
C -4.68699 -0.91290 0.49192
C -4.77092 -1.98493 1.37240
C -3.71104 -2.87673 1.47984
C -2.56810 -2.70043 0.71053
C -1.78820 -2.16762 -2.76430
C -1.85449 -3.55757 -2.81549
C -2.47179 -4.17512 -3.89127
C -3.03438 -3.41116 -4.91155
C -2.98296 -2.02760 -4.85338
C -2.35832 -1.40625 -3.77781
H 2.06151 -2.49503 -2.00854
H 0.65029 -2.12657 -2.97659
H 0.85491 -3.73971 -2.33285
H 1.12371 -0.53925 3.06030
H 0.75681 -1.73908 5.21169
H 0.19861 -4.14482 5.19370
H 0.03362 -5.35328 3.03857
H 0.38370 -4.15006 0.91792
H 2.57412 -3.99854 -0.36585
H 4.94570 -4.61909 -0.26920
H 6.65004 -2.94931 0.39326
H 5.95653 -0.64538 0.96749
H 3.57388 -0.01413 0.85377
H -3.46992 0.12746 -0.93219
H -5.51518 -0.22227 0.39121
H -5.66196 -2.12731 1.97005
H -3.77646 -3.71870 2.15734
H -1.75605 -3.41097 0.78442
H -1.43770 -4.14968 -2.00848
H -2.52232 -5.25578 -3.93269
H -3.51648 -3.89785 -5.74932
H -3.42434 -1.42829 -5.63906
H -2.32322 -0.32247 -3.72963
C 1.70382 2.74712 4.21704
As 0.24627 2.24336 3.10703
C -0.86988 1.13339 4.19376
C -0.74761 3.82575 2.68910
O 0.86827 1.46242 1.75415
H 1.33019 3.28020 5.09065
H 2.39017 3.38150 3.66092
H 2.21467 1.83916 4.53142
H -1.59622 1.77039 4.69621
H -0.24859 0.62890 4.93028
H -1.38421 0.40447 3.57393
H -0.26264 4.68148 3.15455
H -1.75920 3.72245 3.07423
H -0.77760 3.95601 1.60990